Density functional theory data (ωB97M-V with the def2-TZVPD basis set) for a 2-piece molecular cluster, C12H18N2Si overall at a distorted geometry.

The calculation puts the energy above the lowest of the compared OMol25 structures with the same formula, charge and spin at 55.1 kcal/mol. Its total energy is -23588.4316 eV.

The geometry in XYZ format:
```
33
Properties=species:S:1:pos:R:3:forces:R:3
C -2.34509 1.13334 -0.98848 1.30 -2.77 2.93
C -1.86708 -0.36086 0.88931 1.32 -1.03 -0.37
C -1.00509 1.28327 -1.12075 1.19 2.62 -2.10
C -0.50029 -0.02919 0.79167 -1.17 1.15 -0.06
C -2.76374 0.25366 0.01763 -0.28 -0.02 1.07
C -0.07697 0.92874 -0.17418 1.28 -2.53 0.94
C 4.19556 -0.15457 -1.28710 -1.32 0.27 0.42
C 3.04170 -0.22110 -0.52521 1.75 -0.67 -1.10
C -4.87164 -1.09994 0.41352 1.12 -0.42 -2.06
C -5.04984 -0.13781 -0.78029 -1.40 -0.19 1.44
C 3.39938 -1.27343 1.65370 -0.48 -0.22 1.12
C 2.79322 -1.49772 0.29751 0.42 -1.28 -1.69
N -4.12306 0.08495 0.27408 0.54 1.16 -0.87
N 2.25094 2.33370 0.81859 0.77 1.45 -0.07
Si 1.79422 1.15776 -0.37995 -1.41 1.80 -1.52
H -3.03164 1.38941 -1.67237 -2.19 1.38 -2.46
H -2.17182 -1.26987 1.45989 0.06 1.21 -0.07
H -0.62293 1.84215 -2.01451 -0.28 -0.52 0.84
H 0.18084 -0.41172 1.53564 0.19 -0.25 0.00
H 4.54045 0.82275 -1.74465 -0.58 -1.42 0.35
H 4.80417 -1.09041 -1.52096 -0.74 1.41 0.64
H -5.39866 -1.16251 1.31341 -1.15 -0.38 0.89
H -4.42254 -1.98579 -0.09139 -0.29 0.07 1.35
H -4.68550 -0.77287 -1.55416 0.15 0.55 -1.44
H -5.88015 0.57076 -0.93920 0.52 -0.60 0.12
H 2.84395 -0.42860 2.07675 0.57 0.24 0.26
H 4.50543 -1.11149 1.69495 -1.06 -0.13 -0.17
H 3.07039 -2.12058 2.26948 0.63 0.03 0.18
H 3.36153 -2.35167 -0.23578 -1.07 1.11 0.73
H 1.70807 -1.82867 0.45158 1.40 0.67 -0.60
H 1.70855 3.18476 1.16922 0.73 -1.98 -1.05
H 3.25954 2.59996 0.80127 -1.12 -0.41 0.20
H 1.35809 1.72360 -2.89922 0.64 -0.27 2.15
```
Forces are in eV/Å.

Mulliken atomic charge list, values in e, 5 entries: number 1, C, carries -0.704; number 2, C, carries -0.724; number 3, C, carries -0.613; number 4, C, carries -0.334; number 5, C, carries 0.822

---

Density functional theory data (ωB97M-V with the def2-TZVPD basis set) for one molecule with the formula CH3FOS at a distorted geometry.

The calculation puts the energy above the lowest of the compared OMol25 structures with the same formula, charge and spin at 27.9 kcal/mol. As for the structure (SMILES): FCOS. Its total energy is -16684.2779 eV.

The geometry in XYZ format:
```
7
Properties=species:S:1:pos:R:3:forces:R:3
C -0.50543 -0.48962 -0.54158 1.82 1.18 1.12
O 0.41787 -0.53386 0.63955 -0.80 0.66 -2.11
F -1.72526 -0.30919 0.00743 -0.81 0.04 -0.26
S 0.59585 1.06511 1.11858 0.36 -0.02 0.67
H -0.21951 0.48991 -1.11306 -0.57 -2.18 0.51
H -0.49587 -1.47157 -1.05477 0.32 0.70 0.23
H 1.93235 1.24921 0.94385 -0.33 -0.37 -0.15
```
Forces are in eV/Å.

Mulliken atomic charge list, values in e, 5 entries: number 1, C, carries 0.003; number 2, O, carries -0.292; number 3, F, carries -0.231; number 4, S, carries -0.083; number 5, H, carries 0.259

---

Density functional theory data (ωB97M-V with the def2-TZVPD basis set) for a 2-piece molecular cluster, C16H17N overall at a distorted geometry.

The calculation puts the energy above the lowest of the compared OMol25 structures with the same formula, charge and spin at 59.4 kcal/mol. The net charge is -1. Its spin multiplicity is 2. Its expectation value of S² is 0.7511. Its total energy is -18354.4931 eV.

The geometry in XYZ format:
```
34
Properties=species:S:1:pos:R:3:forces:R:3
C -0.08517 -1.23590 3.39904 0.02 -0.78 1.99
C 1.52672 -0.56968 1.69549 -2.39 -6.01 -2.17
C 0.63336 -1.51061 2.16161 2.68 -0.44 -1.58
C 1.58351 -2.27374 0.14595 0.13 1.09 2.08
C 0.67433 -2.65120 1.18950 -0.07 3.88 0.84
C 1.83631 -3.19630 -0.86752 -0.84 -0.17 1.41
C -0.14536 -3.72872 1.09338 -0.07 -3.49 0.41
C 1.10203 -4.40963 -0.87273 -0.28 -0.01 -1.02
C 0.09483 -4.70376 0.07313 0.03 1.84 0.58
N 2.13017 -0.98688 0.55579 -4.70 -6.51 2.01
H 1.79692 0.21393 2.18153 1.73 5.02 2.66
H 2.68488 -0.51954 0.03123 4.48 4.01 -4.14
H 0.35483 -0.46062 4.04714 0.02 0.18 -0.81
H -0.21771 -2.02890 4.16466 0.01 -0.24 -0.88
H 2.66800 -3.05116 -1.49358 0.64 0.13 -1.12
H -0.72844 -4.06471 1.99227 0.16 0.68 -1.10
H 1.27969 -5.03022 -1.78456 -0.20 0.15 1.13
H -0.57998 -5.56141 0.09792 0.59 -0.02 -0.50
H -1.02772 -0.93037 3.05934 -1.93 0.66 0.27
C -2.26683 3.49404 0.38552 -2.10 -0.87 1.78
C -1.25594 3.08836 -3.20914 1.36 -0.37 2.27
C -2.00612 3.31838 -2.03429 -0.36 -0.69 -0.47
C 0.11678 2.81208 -3.13410 -2.01 1.06 3.58
C -1.40123 3.22667 -0.77034 2.02 -0.73 -1.10
C 0.76499 2.77950 -1.88392 -0.17 -0.55 0.61
C 0.02546 2.93508 -0.68857 -0.82 0.47 0.45
H -1.64542 2.95347 -4.16019 -1.28 0.26 -1.58
H -3.13711 3.44672 -2.07395 1.65 -0.01 -0.09
H 0.63352 2.65574 -3.98889 1.67 -0.59 -2.55
H 1.84214 2.48768 -1.85065 -0.93 0.43 0.16
H -3.30105 3.61978 -0.01059 0.69 1.11 0.28
H -1.84653 4.28696 1.00017 -0.51 0.50 -0.13
H 0.49731 2.85869 0.37479 -0.76 0.04 -2.14
H -2.60116 2.73626 1.17457 1.55 -0.02 -1.11
```
Forces are in eV/Å.

Mulliken atomic charge list, values in e, 5 entries: number 1, C, carries -1.446; number 2, C, carries -2.856; number 3, C, carries 1.718; number 4, C, carries -0.825; number 5, C, carries 0.110

---

Density functional theory data (ωB97M-V with the def2-TZVPD basis set) for a 2-piece molecular cluster, C22H22N overall at a distorted geometry.

The calculation puts the energy above the lowest of the compared OMol25 structures with the same formula, charge and spin at 25.9 kcal/mol. The net charge is +1. Its total energy is -24653.3458 eV.

The geometry in XYZ format:
```
45
Properties=species:S:1:pos:R:3:forces:R:3
C -3.24860 0.35440 2.96850 -0.66 0.20 0.12
C -1.96474 -0.39399 2.95267 1.85 0.10 0.00
C -2.01157 -1.87246 2.89013 -0.63 -0.85 -0.03
N -0.88831 0.29277 2.98675 -0.32 1.28 -0.14
C 0.49177 -0.02151 2.96751 -0.85 -0.63 -0.01
C 1.37925 1.04897 2.95267 -0.32 0.28 -0.07
C 2.74239 0.85194 2.93450 -0.05 0.21 -0.06
C 3.25115 -0.42899 2.92875 0.34 -0.11 -0.03
C 2.38863 -1.50553 2.94449 0.16 -0.12 -0.01
C 1.02248 -1.30567 2.96553 -0.06 -0.30 -0.01
H -4.11246 -0.31025 2.97128 0.03 0.04 -0.01
H -3.30408 0.98694 3.85375 0.03 0.07 -0.02
H -3.31853 0.99935 2.09338 0.01 0.08 -0.05
H -3.03708 -2.23509 2.84618 -0.02 -0.01 0.00
H -1.50593 -2.24602 2.00220 0.18 -0.05 -0.04
H -1.55803 -2.32156 3.77158 0.14 -0.04 0.03
H 0.96592 2.04300 2.95362 -0.11 0.22 0.07
H 3.40720 1.70025 2.92564 0.11 0.15 0.03
H 4.31786 -0.58196 2.91318 0.15 -0.08 0.01
H 2.79221 -2.50524 2.93947 -0.02 -0.17 0.02
H 0.36969 -2.15617 2.98346 0.01 -0.18 0.01
C -1.46557 2.78840 -0.14876 0.36 -0.17 -0.28
C -0.05524 2.95138 -0.17632 -0.11 -0.07 -0.05
C 0.48324 3.96046 0.65563 -0.35 0.00 0.03
C 1.83001 4.21372 0.70039 0.07 0.30 0.22
C 2.69801 3.47215 -0.07986 -0.05 0.07 0.13
C 2.20631 2.48378 -0.91667 -0.10 -0.35 -0.25
C 0.85624 2.22640 -0.97547 0.08 -0.04 -0.06
C -2.38543 1.96161 -0.84782 0.00 -0.14 -0.04
C -3.75983 2.22716 -0.64492 0.28 0.22 0.20
C -4.73482 1.49819 -1.27593 -0.36 0.13 0.03
C -4.38338 0.47094 -2.13252 -0.10 0.09 0.06
C -3.04756 0.17483 -2.34865 0.35 -0.15 -0.08
C -2.06082 0.89976 -1.72121 0.03 -0.05 0.04
H -1.94987 3.46529 0.53754 -0.14 0.21 0.18
H -0.18996 4.55402 1.25118 -0.13 0.08 0.18
H 2.21195 4.99726 1.33633 0.00 0.05 0.07
H 3.75587 3.67201 -0.03658 0.17 0.00 -0.03
H 2.89582 1.91806 -1.52437 -0.03 -0.08 -0.09
H 0.50430 1.47642 -1.65463 0.06 -0.13 -0.11
H -4.03990 3.03405 0.01143 -0.06 0.15 0.16
H -5.77561 1.73029 -1.11106 -0.06 0.03 0.04
H -5.15392 -0.09864 -2.62552 -0.08 -0.11 -0.09
H -2.78960 -0.64082 -3.00672 0.11 -0.03 -0.03
H -1.03848 0.62075 -1.87839 0.12 -0.12 -0.08
```
Forces are in eV/Å.

Mulliken atomic charge list, values in e, 5 entries: number 1, C, carries -1.069; number 2, C, carries 1.327; number 3, C, carries -1.613; number 4, N, carries -0.379; number 5, C, carries 0.133

---

Density functional theory data (ωB97M-V with the def2-TZVPD basis set) for C18H22N4O2Pt as an isolated structure at a distorted geometry.

The calculation puts the energy above the lowest of the compared OMol25 structures with the same formula, charge and spin at 12.6 kcal/mol. Its total energy is -32325.6384 eV.

The geometry in XYZ format:
```
47
Properties=species:S:1:pos:R:3:forces:R:3
Pt -0.21832 -0.06886 -0.19818 -1.83 -0.66 0.54
O 0.51795 -1.95994 -0.03825 0.21 0.33 -0.57
C 0.43050 -2.68957 1.03993 0.12 -0.05 0.05
C 0.90757 -4.02023 0.95705 0.04 0.03 -0.08
C 0.93352 -4.85336 2.04575 -0.01 0.03 0.03
C 0.47270 -4.41365 3.29455 0.01 -0.02 -0.03
C -0.03503 -3.14420 3.39050 -0.03 0.00 0.02
C -0.08454 -2.26552 2.28977 -0.05 -0.03 -0.05
C -0.72095 -0.99674 2.51498 0.00 0.08 0.34
N -0.81095 -0.03315 1.67767 0.13 -0.15 -0.45
N -1.49536 1.11165 2.06723 0.05 -0.08 0.17
C -1.69559 1.88176 1.04531 -0.28 0.21 0.06
O -1.36073 1.61464 -0.17918 0.85 0.24 -0.26
C -2.36276 3.18777 1.28988 -0.08 -0.04 -0.16
C -2.01470 4.28139 0.50387 -0.02 -0.01 -0.02
C -2.60918 5.51466 0.72208 -0.01 0.00 0.02
C -3.57096 5.65483 1.71304 0.00 -0.01 0.00
C -3.93549 4.55898 2.48404 0.01 0.02 0.01
C -3.32830 3.32996 2.28006 0.04 0.00 0.06
H 1.25775 -4.35035 -0.01276 0.03 -0.02 0.02
H 1.31495 -5.86131 1.93685 0.00 0.00 -0.01
H 0.50489 -5.06383 4.15746 -0.01 0.00 0.00
H -0.41412 -2.78564 4.34110 -0.03 -0.01 -0.01
H -1.19693 -0.83336 3.47902 0.08 0.06 0.01
H -1.27100 4.15286 -0.27137 -0.01 0.00 -0.01
H -2.32568 6.36736 0.11851 0.01 -0.01 0.00
H -4.03603 6.61680 1.88662 -0.01 0.00 -0.02
H -4.69696 4.66546 3.24588 0.02 -0.01 0.02
H -3.59105 2.47263 2.88441 -0.01 -0.01 -0.01
N 0.09313 -0.05469 -2.30439 0.27 0.00 0.50
C 0.51943 1.22513 -2.94022 -0.03 0.11 -0.03
C 1.41355 2.10153 -2.07180 0.08 -0.22 0.08
C 2.88152 1.67331 -1.99048 -0.09 0.06 -0.02
C 3.16238 0.33934 -1.31033 -0.02 -0.06 0.05
N 2.48599 0.22972 -0.02637 0.51 0.22 0.11
H 0.73952 -0.80914 -2.51034 -0.01 -0.02 -0.02
H -0.81504 -0.33332 -2.65853 0.06 -0.03 -0.14
H -0.39617 1.77263 -3.15952 0.00 0.01 0.00
H 1.02336 1.01507 -3.88866 -0.10 -0.06 -0.04
H 0.97040 2.14631 -1.07564 0.05 0.08 0.00
H 1.38281 3.11530 -2.47833 -0.04 -0.03 -0.07
H 3.42684 2.45893 -1.45834 0.03 -0.02 -0.01
H 3.30809 1.62624 -2.99768 0.01 0.08 0.00
H 4.25014 0.21846 -1.23395 0.01 -0.04 -0.09
H 2.80255 -0.48740 -1.93139 0.04 -0.01 -0.03
H 2.78921 0.94925 0.62047 0.07 -0.01 -0.02
H 2.66420 -0.67222 0.39737 -0.10 0.00 0.04
```
Forces are in eV/Å.

Mulliken atomic charge list, values in e, 5 entries: number 1, Pt, carries 0.840; number 2, O, carries -0.860; number 3, C, carries 0.339; number 4, C, carries -0.469; number 5, C, carries -0.374